No. 1
{
  "formula": "C10H14Cl5NO7P2PdS",
  "method": "ωB97M-V with the def2-TZVPD basis set",
  "orbital_gap_ev": [6.98, 6.98],
  "spin_multiplicity": 1,
  "e_tot_ha": -4480.7526,
  "lumo_ev": [-1.03, -1.06],
  "charge": 0,
  "homo_energy_ev": [-8.011, -8.036],
  "species": ["Pd", "N", "C", "C", "P", "O", "O", "O", "P", "O", "O", "O", "H", "H", "H", "H", "H", "H", "H", "H", "Cl", "C", "C", "C", "Cl", "C", "Cl", "C", "Cl", "C", "Cl", "C", "S", "C", "O", "H", "H", "H", "H", "H", "H"],
  "positions_angstrom": [[-0.498197, -0.239464, 0.328436], [3.041786, -0.052617, -1.860825], [1.882532, 0.874988, -1.783865], [1.983214, 2.047329, -2.714973], [1.796777, 1.238589, 0.039777], [2.992775, 2.335194, 0.143381], [0.539033, 1.829983, 0.562623], [2.307184, -0.065915, 0.604656], [0.448622, -0.251936, -2.126348], [0.764502, -0.475277, -3.713610], [-0.879417, 0.393710, -1.942162], [0.768925, -1.528320, -1.407056], [3.914646, 0.399053, -2.137283], [2.792940, -0.851704, -2.455150], [3.064829, -0.376376, -0.830333], [2.883505, 2.628536, -2.515229], [1.116378, 2.682937, -2.546416], [1.974194, 1.716340, -3.753805], [2.737418, 3.055907, 0.716918], [-0.065321, -0.562247, -4.176521], [-2.351870, -1.961319, -0.385428], [-3.277406, -0.538012, -0.039315], [-2.559728, 0.451723, 0.613849], [-3.183543, 1.661169, 0.860355], [-2.266672, 2.884858, 1.626685], [-4.517081, 1.868416, 0.503114], [-5.281639, 3.365115, 0.841100], [-5.221592, 0.847558, -0.132756], [-6.859855, 1.101938, -0.578120], [-4.600485, -0.371094, -0.423156], [-5.454153, -1.603059, -1.256742], [1.614776, -2.672766, 1.739699], [1.188859, -1.204967, 2.746548], [1.110892, -2.091029, 4.369491], [-0.258594, -0.994792, 2.444452], [2.686657, -2.835591, 1.792106], [1.329276, -2.435618, 0.709547], [1.068458, -3.542570, 2.088549], [2.107062, -2.412537, 4.651744], [0.430548, -2.931528, 4.295135], [0.729761, -1.384607, 5.100928]],
  "forces_ev_per_a": [[-3.28, 0.57, 1.03], [0.36, -0.64, 0.30], [-1.07, 0.08, 0.50], [-0.01, 0.16, -0.13], [1.07, 0.97, 0.45], [-0.02, -0.43, -0.29], [0.22, 0.45, -0.31], [0.21, 0.14, -0.39], [0.19, -0.22, -1.28], [0.20, 0.09, 0.55], [0.01, 0.27, -0.06], [0.13, 0.12, 0.34], [-0.17, -0.08, -0.02], [0.51, 0.11, 0.06], [0.21, -0.28, -0.39], [0.01, 0.07, 0.02], [-0.02, 0.11, -0.06], [0.00, 0.07, 0.00], [-0.12, 0.39, 0.24], [-0.43, -0.07, -0.47], [-0.79, -0.72, -0.30], [0.29, 0.19, 0.30], [1.59, -0.92, -1.15], [0.72, -0.22, 0.28], [0.04, 0.38, 0.15], [0.11, -0.31, 0.02], [0.01, 0.09, 0.04], [0.08, -0.02, -0.04], [-0.09, -0.05, -0.04], [0.02, 0.16, 0.14], [0.08, -0.14, -0.01], [0.01, 0.55, 0.04], [0.78, -1.71, 1.24], [0.00, 0.50, -0.66], [-1.12, 0.39, -0.31], [0.15, -0.03, 0.01], [0.12, 0.04, 0.19], [-0.12, -0.01, 0.15], [0.19, -0.06, 0.00], [-0.08, -0.11, -0.13], [0.02, 0.13, 0.00]]
}

=====

No. 2
{
  "formula": "C4H5NO2S",
  "method": "ωB97M-V with the def2-TZVPD basis set",
  "orbital_gap_ev": 8.42,
  "spin_multiplicity": 1,
  "e_tot_ha": -758.7413,
  "smiles": "O=C1[C@H](O)CN1C=S",
  "lumo_ev": -0.42,
  "relative_energy_kj_mol": 364.49,
  "charge": 0,
  "homo_energy_ev": -8.834,
  "species": ["O", "C", "C", "O", "C", "N", "C", "S", "H", "H", "H", "H", "H"],
  "positions_angstrom": [[0.415042, -1.824668, -0.226078], [0.644766, -0.590465, -0.410882], [1.883779, 0.208537, -0.282075], [2.783054, -0.311562, 0.736493], [0.986942, 1.481464, -0.016203], [-0.238692, 0.665181, -0.508827], [-1.569579, 0.891417, 0.020606], [-2.654705, -0.321889, 0.220574], [2.610931, 0.238279, -1.102019], [3.666316, -0.587552, 0.221266], [1.246355, 1.722304, 1.061977], [1.084315, 2.392324, -0.531389], [-1.722003, 1.872717, 0.430765]],
  "forces_ev_per_a": [[0.73, 6.16, -1.22], [-3.20, -4.66, 0.95], [2.38, 0.37, -0.20], [1.87, -0.10, -1.66], [0.56, -1.87, 1.17], [0.98, -0.42, 2.41], [1.47, -2.82, -0.17], [0.63, 1.17, -0.41], [-1.35, 0.39, -0.84], [-3.11, 0.92, 2.00], [-1.53, -0.53, -0.67], [0.50, 0.84, -1.15], [0.08, 0.54, -0.21]]
}